{"formula": "C6H9N", "method": "ωB97M-V/def2-TZVPD", "elements": ["C", "N", "C", "C", "C", "C", "C", "H", "H", "H", "H", "H", "H", "H", "H", "H"], "positions_angstrom": [[2.1583, 0.3143, 0.0337], [0.7418, 0.4079, 0.0669], [-0.0486, -0.5519, 0.8125], [-1.5372, -0.1546, 0.7226], [-1.6209, 0.8353, -0.4256], [-0.8522, 0.0167, -1.1983], [-0.9278, -1.1708, -0.2112], [2.5397, 0.4543, 1.0453], [2.5480, 1.1015, -0.6211], [2.4969, -0.6586, -0.3509], [0.3872, -1.0418, 1.6849], [-2.2094, -0.3046, 1.5607], [0.3034, 1.3226, 0.1762], [-2.3653, 1.5490, -0.7009], [-0.3911, 0.0773, -2.1762], [-1.2226, -2.1967, -0.4184]], "lowdin_charge": [-0.1048, -0.1459, -0.2236, -0.1616, -0.0900, -0.0783, -0.1401, 0.0713, 0.0846, 0.0904, 0.1428, 0.1225, 0.1170, 0.0767, 0.1093, 0.1297], "spin_multiplicity": 1, "orbital_gap_ev": 8.10, "energy_ev": -7852.6212, "max_force_ev_per_a": 2.16}